# 1
The following is a quantum chemistry calculation of a structure of composition C39H56IMnN4O2S2Se, from the Open Molecules 2025 dataset.

The charge is -1. For the orbital gap (spin up / spin down), the calculation gives 6.609 / 6.732 eV. The expectation value of S² is 8.76. Its strongest force on any atom is 0.471 eV/Å. Its spin multiplicity is 6. The LUMO energy (spin up / spin down) is 0.083 / 0.083 Ha. As for the HOMO energy (spin up / spin down): -0.1598 / -0.1645 Ha.

CARTESIAN COORDINATES (ANGSTROEM)
1 Mn 0.235 -0.509 -0.178
2 C -4.590 4.450 -3.547
3 C -5.056 2.995 -3.388
4 C -6.153 2.960 -2.325
5 C -5.656 2.512 -4.715
6 C -3.859 2.130 -3.004
7 C -3.752 1.462 -1.796
8 C -2.603 0.757 -1.468
9 Se -2.504 -0.097 0.248
10 C -2.025 1.445 1.289
11 C -3.043 2.356 1.522
12 C -2.813 3.539 2.196
13 C -1.512 3.730 2.647
14 C -0.455 2.850 2.449
15 C -0.696 1.639 1.735
16 O 0.243 0.751 1.470
17 C 0.895 3.354 2.995
18 C 1.238 4.710 2.351
19 C 0.795 3.530 4.521
20 C 2.083 2.431 2.736
21 C -3.872 4.615 2.410
22 C -3.999 4.940 3.905
23 C -5.243 4.177 1.895
24 C -3.458 5.885 1.653
25 C -1.488 0.672 -2.336
26 O -0.400 0.063 -1.984
27 C -1.617 1.301 -3.611
28 C -2.778 2.006 -3.881
29 C -0.536 1.297 -4.711
30 C -0.100 2.741 -5.002
31 C 0.734 0.502 -4.386
32 C -1.130 0.690 -5.992
33 H -5.425 5.100 -3.825
34 H -3.822 4.534 -4.317
35 H -4.163 4.815 -2.610
36 H -6.998 3.576 -2.641
37 H -5.796 3.349 -1.369
38 H -6.519 1.946 -2.158
39 H -6.540 3.100 -4.974
40 H -5.945 1.462 -4.648
41 H -4.940 2.608 -5.531
42 H -4.557 1.490 -1.075
43 H -4.026 2.119 1.139
44 H -1.298 4.654 3.171
45 H 0.515 5.484 2.607
46 H 1.259 4.619 1.265
47 H 2.221 5.044 2.696
48 H 0.034 4.254 4.809
49 H 1.753 3.874 4.921
50 H 0.548 2.579 4.998
51 H 2.207 2.225 1.677
52 H 1.956 1.494 3.278
53 H 2.992 2.910 3.111
54 H -4.215 4.038 4.480
55 H -4.803 5.660 4.073
56 H -3.078 5.371 4.298
57 H -5.590 3.270 2.393
58 H -5.222 3.985 0.822
59 H -5.976 4.966 2.079
60 H -2.468 6.224 1.961
61 H -4.169 6.694 1.839
62 H -3.420 5.698 0.579
63 H -2.846 2.513 -4.837
64 H 0.282 3.206 -4.095
65 H -0.922 3.356 -5.371
66 H 0.690 2.746 -5.758
67 H 1.274 0.929 -3.543
68 H 1.379 0.529 -5.271
69 H 0.520 -0.534 -4.136
70 H -2.000 1.241 -6.348
71 H -1.434 -0.344 -5.819
72 H -0.381 0.695 -6.788
73 S 2.816 -0.125 -0.706
74 C 3.133 -0.984 0.747
75 N 3.921 -2.071 0.713
76 C 3.988 -3.070 1.780
77 C 2.895 -2.838 2.809
78 C 2.819 -1.355 3.136
79 N 2.620 -0.600 1.912
80 H 4.121 -2.374 -0.227
81 H 4.979 -3.026 2.245
82 H 3.864 -4.049 1.316
83 H 3.093 -3.429 3.703
84 H 1.941 -3.151 2.386
85 H 3.737 -1.014 3.629
86 H 1.983 -1.129 3.798
87 H 1.829 0.053 1.856
88 I 0.306 -3.214 -0.019
89 N 2.573 3.303 -1.416
90 C 1.396 3.958 -1.611
91 S -0.001 3.358 -0.977
92 N 1.547 5.102 -2.356
93 C 0.616 6.078 -2.759
94 C -0.760 5.876 -2.845
95 C -1.568 6.910 -3.296
96 C -1.041 8.135 -3.671
97 C 0.331 8.328 -3.596
98 C 1.150 7.311 -3.143
99 H 2.512 2.383 -0.994
100 H 3.370 3.490 -2.000
101 H 2.502 5.379 -2.521
102 H -1.182 4.925 -2.569
103 H -2.634 6.736 -3.359
104 H -1.689 8.927 -4.022
105 H 0.769 9.274 -3.887
106 H 2.222 7.470 -3.081

Atomic forces in eV per Å
-0.245 0.277 -0.291
0.008 0.015 -0.001
0.012 0.007 0.021
-0.033 -0.020 0.025
0.007 -0.005 -0.022
0.047 -0.011 -0.059
-0.019 0.020 0.032
-0.043 0.026 -0.152
0.143 -0.076 -0.024
0.000 0.049 0.110
-0.070 0.014 -0.040
0.062 -0.039 0.016
-0.033 0.005 -0.048
-0.024 0.091 0.039
-0.006 0.069 0.040
-0.046 -0.099 0.024
0.111 -0.029 0.032
-0.001 -0.023 0.035
0.022 -0.009 -0.041
-0.101 -0.001 0.092
0.005 0.002 -0.008
0.016 -0.002 0.021
-0.013 -0.013 0.003
0.000 0.031 0.009
0.045 0.006 -0.049
0.122 -0.091 0.059
-0.062 0.054 -0.006
-0.001 0.025 0.073
-0.003 -0.042 0.054
-0.051 -0.029 -0.058
-0.028 0.014 -0.009
0.021 -0.045 -0.017
-0.035 0.014 -0.009
0.017 -0.002 -0.010
0.000 -0.005 0.025
0.003 0.016 -0.015
0.025 0.012 0.009
-0.008 -0.027 -0.018
-0.022 0.030 -0.011
-0.018 -0.016 0.026
0.014 -0.011 -0.020
-0.025 -0.012 0.015
-0.019 -0.004 0.007
0.019 0.033 0.036
-0.031 0.025 -0.001
0.013 -0.020 -0.018
0.020 0.009 0.014
-0.043 0.025 -0.022
0.025 0.010 0.005
-0.005 -0.028 0.008
0.028 -0.064 -0.050
0.042 -0.007 -0.055
0.033 0.036 0.020
-0.027 -0.017 -0.010
-0.016 0.030 -0.001
0.026 -0.007 0.007
-0.001 -0.012 0.030
0.018 0.000 -0.017
0.004 0.014 0.000
0.006 0.009 0.015
-0.030 0.015 -0.001
0.011 -0.034 -0.026
-0.006 0.017 -0.037
0.061 0.053 0.102
-0.028 0.015 0.000
0.019 0.010 -0.020
0.010 0.024 0.029
0.035 -0.003 -0.001
-0.005 -0.018 -0.021
-0.035 0.029 0.009
-0.006 -0.017 0.019
0.015 0.007 -0.016
-0.027 -0.128 0.118
0.078 0.037 0.133
-0.096 0.087 -0.042
0.038 0.033 -0.033
-0.008 0.030 -0.024
0.052 -0.035 0.000
-0.070 -0.115 -0.323
0.043 0.019 0.018
-0.023 -0.041 0.017
0.023 -0.005 0.056
0.042 0.018 0.022
-0.030 -0.009 0.023
-0.024 -0.023 0.014
-0.009 -0.038 -0.009
0.132 0.198 0.132
0.041 -0.299 0.065
-0.002 0.086 0.090
0.024 -0.141 -0.178
-0.170 0.121 0.061
0.020 -0.006 0.051
0.049 -0.002 -0.001
0.086 0.013 -0.041
-0.017 -0.077 0.009
0.004 0.041 -0.004
0.004 0.019 -0.018
-0.034 -0.031 0.029
0.039 0.020 -0.011
0.008 -0.053 -0.038
-0.014 -0.016 0.014
-0.040 -0.038 0.015
-0.047 0.012 -0.008
-0.006 0.017 -0.003
-0.001 0.012 -0.002
0.005 -0.004 0.008

# 2
The following is a quantum chemistry calculation of a structure of composition C39H56N2PPbS, from the Open Molecules 2025 dataset.

The charge is +3. For the orbital gap (spin up / spin down), the calculation gives 4.872 / 4.890 eV. Its strongest force on any atom is 0.910 eV/Å. Its spin multiplicity is 1. The LUMO energy (spin up / spin down) is -0.404 / -0.404 Ha. As for the HOMO energy (spin up / spin down): -0.5829 / -0.5841 Ha.

CARTESIAN COORDINATES (ANGSTROEM)
1 Pb -1.235 -0.311 -0.174
2 C 1.858 0.541 -5.342
3 C 2.578 -0.481 -4.469
4 C 4.080 -0.512 -4.796
5 C 2.429 -0.267 -2.979
6 C 2.613 0.948 -2.343
7 C 2.691 1.066 -0.921
8 C 3.216 2.371 -0.376
9 C 2.661 3.641 -1.036
10 C 4.750 2.376 -0.587
11 C 2.513 -0.074 -0.101
12 C 2.423 -1.330 -0.729
13 C 2.293 -1.371 -2.156
14 C 2.651 -2.717 -0.155
15 C 1.406 -3.608 -0.342
16 C 3.239 -2.862 1.244
17 C 2.718 0.099 1.376
18 C 4.067 0.090 1.745
19 C 4.499 0.357 3.028
20 C 3.567 0.664 4.000
21 C 2.225 0.645 3.675
22 C 1.756 0.346 2.384
23 P -0.091 0.347 2.375
24 C -0.684 -1.040 3.534
25 C -2.205 -0.937 3.665
26 C -0.341 -2.360 2.846
27 C -0.022 -1.037 4.913
28 C -0.664 2.070 2.947
29 C 0.292 3.092 2.332
30 C -0.680 2.228 4.471
31 C -2.092 2.277 2.436
32 H 1.999 0.281 -6.389
33 H 2.272 1.546 -5.206
34 H 0.785 0.541 -5.144
35 H 2.168 -1.467 -4.701
36 H 4.534 0.467 -4.627
37 H 4.227 -0.782 -5.841
38 H 4.603 -1.243 -4.179
39 H 2.803 1.837 -2.934
40 H 3.021 2.420 0.695
41 H 3.055 3.778 -2.045
42 H 2.991 4.503 -0.458
43 H 1.575 3.651 -1.078
44 H 4.994 2.258 -1.644
45 H 5.246 1.582 -0.034
46 H 5.152 3.329 -0.246
47 H 2.201 -2.342 -2.629
48 H 3.408 -3.144 -0.829
49 H 0.549 -3.197 0.187
50 H 1.608 -4.599 0.060
51 H 1.138 -3.731 -1.391
52 H 2.631 -2.414 2.024
53 H 4.233 -2.424 1.299
54 H 3.345 -3.923 1.467
55 H 4.800 -0.143 0.984
56 H 5.554 0.333 3.266
57 H 3.870 0.897 5.012
58 H 1.515 0.887 4.449
59 H -2.691 -0.862 2.688
60 H -2.520 -0.100 4.287
61 H -2.569 -1.849 4.142
62 H -0.909 -2.484 1.921
63 H -0.614 -3.186 3.505
64 H 0.723 -2.448 2.640
65 H -0.181 -0.119 5.475
66 H 1.044 -1.248 4.854
67 H -0.472 -1.846 5.492
68 H 1.298 3.000 2.740
69 H -0.072 4.098 2.553
70 H 0.349 2.993 1.249
71 H 0.296 2.095 4.932
72 H -1.402 1.566 4.944
73 H -0.989 3.252 4.693
74 H -2.116 2.337 1.350
75 H -2.482 3.214 2.840
76 H -2.762 1.479 2.757
77 C -3.476 -0.212 0.145
78 C -4.700 -0.362 0.165
79 C -6.088 -0.416 0.284
80 C -6.905 0.385 -0.565
81 C -8.266 0.274 -0.492
82 C -8.848 -0.597 0.447
83 C -8.054 -1.394 1.287
84 C -6.690 -1.299 1.225
85 H -6.438 1.045 -1.282
86 H -8.897 0.861 -1.145
87 H -9.926 -0.638 0.538
88 H -8.519 -2.070 1.991
89 H -6.061 -1.897 1.870
90 C -3.796 3.514 -0.384
91 N -3.303 3.495 -1.753
92 C -2.174 2.950 -2.154
93 N -1.787 3.062 -3.416
94 S -1.049 2.216 -1.033
95 H -4.797 3.935 -0.379
96 H -3.162 4.136 0.248
97 H -3.826 2.506 0.024
98 H -3.816 4.053 -2.423
99 H -2.311 3.584 -4.104
100 H -0.903 2.681 -3.698

Atomic forces in eV per Å
0.735 -0.484 -0.229
0.058 0.026 0.106
0.097 0.127 -0.156
-0.106 -0.064 0.028
0.051 0.181 -0.196
0.082 -0.273 -0.667
0.132 0.102 0.509
-0.085 0.110 -0.042
-0.073 -0.147 -0.105
0.060 -0.203 0.001
-0.497 -0.465 0.075
0.225 0.264 0.652
0.146 0.050 -0.397
-0.023 -0.018 0.215
-0.034 0.137 -0.105
0.098 -0.012 -0.055
0.117 -0.014 0.343
-0.130 0.036 -0.036
0.131 -0.027 0.026
-0.046 0.002 0.173
0.092 -0.006 -0.197
-0.018 0.025 0.243
-0.312 0.151 -0.467
0.253 0.313 -0.147
-0.026 0.005 0.024
-0.028 0.060 -0.039
-0.126 -0.176 0.138
0.228 -0.413 0.249
-0.030 0.026 -0.004
-0.069 0.178 0.002
-0.003 -0.079 -0.039
-0.010 0.020 -0.009
-0.121 -0.040 0.011
-0.027 0.115 0.014
-0.033 -0.017 0.070
0.003 0.006 -0.003
0.026 0.030 0.007
0.054 -0.010 -0.021
-0.107 -0.002 0.013
-0.030 -0.077 -0.002
-0.040 -0.003 0.010
-0.006 -0.014 0.031
-0.118 0.004 0.013
0.028 0.059 -0.004
0.023 0.038 -0.039
-0.038 0.030 -0.019
-0.055 -0.033 0.054
-0.008 0.057 -0.098
-0.098 0.024 0.085
0.043 0.013 -0.003
-0.080 0.002 0.025
-0.033 0.016 0.034
-0.019 -0.011 0.050
-0.031 -0.008 -0.034
0.011 -0.010 0.013
0.010 0.003 -0.022
0.033 0.020 -0.011
0.142 -0.128 -0.055
-0.034 0.009 0.065
-0.003 -0.011 -0.050
0.013 -0.017 0.019
0.023 -0.079 -0.101
-0.032 -0.004 -0.001
0.019 -0.010 -0.071
0.026 -0.041 -0.033
-0.009 -0.009 0.007
-0.014 -0.004 0.002
-0.015 0.045 0.034
-0.020 -0.009 0.006
0.021 0.003 -0.128
-0.121 0.079 0.038
0.049 0.034 0.037
-0.016 0.001 0.003
0.027 -0.002 0.090
0.032 0.036 -0.001
0.000 0.070 0.017
-0.378 0.088 0.277
-0.505 0.183 0.224
0.512 -0.078 -0.128
-0.290 -0.044 -0.197
0.092 0.163 -0.025
0.035 0.030 0.019
0.159 -0.018 0.166
-0.245 -0.190 0.059
0.035 -0.006 0.011
-0.017 0.005 0.029
-0.003 -0.065 -0.065
-0.031 0.022 -0.003
0.027 0.005 -0.025
0.053 0.079 0.246
-0.218 0.069 -0.179
0.422 -0.282 0.368
-0.205 0.113 -0.305
0.150 0.532 -0.274
-0.011 -0.018 -0.094
0.018 -0.015 -0.047
-0.029 -0.020 -0.050
-0.020 -0.057 -0.022
-0.005 -0.015 0.042
0.092 -0.067 0.029